Formula: C41H64BrCl18F5N2O4S
Source: OMol25
Level of theory: ωB97M-V/def2-TZVPD

Structure (XYZ):
```
136
Properties=species:S:1:pos:R:3
C -4.271 3.098 -0.511
C -3.599 1.602 -0.768
C -4.687 0.334 -0.686
C -4.214 -1.246 -0.865
C -2.610 -1.494 -1.119
C -1.538 -0.241 -1.224
C -1.969 1.367 -1.058
C -0.921 2.624 -1.118
C -0.364 2.964 -2.658
C 1.248 3.167 -2.510
O 2.090 2.038 -2.905
C 1.912 0.855 -2.054
C 3.407 0.106 -2.001
C 3.630 -0.802 -0.653
C 2.496 -2.010 -0.537
C 2.450 -2.604 0.991
F 3.621 -2.138 1.802
F 1.231 -2.098 1.720
C 2.435 -4.241 1.090
F 1.784 -4.918 -0.064
F 1.605 -4.610 2.297
F 3.826 -4.700 1.326
C -0.993 4.456 -3.010
C -2.622 4.501 -3.125
O -3.249 5.482 -2.418
Br -3.795 3.315 -4.222
O -0.814 1.884 -3.527
C -0.393 2.018 -4.922
C -1.424 1.403 -6.038
C -2.386 0.188 -5.521
S -2.135 -1.456 -6.400
C -3.240 -2.649 -5.396
N -2.881 -3.580 -4.259
N -3.969 -4.312 -3.732
C -5.194 -3.866 -4.558
O -4.720 -2.849 -5.532
H -4.778 3.558 -1.462
H -5.159 2.905 0.264
H -3.546 3.851 0.029
H -5.846 0.497 -0.468
H -4.931 -2.175 -0.782
H -2.181 -2.602 -1.230
H -0.416 -0.529 -1.393
H -0.058 2.439 -0.350
H -1.515 3.578 -0.713
H 1.550 4.119 -3.163
H 1.562 3.457 -1.397
H 1.230 0.099 -2.674
H 1.515 1.066 -0.975
H 3.426 -0.657 -2.919
H 4.283 0.872 -2.224
H 3.624 -0.080 0.270
H 4.678 -1.327 -0.739
H 1.412 -1.626 -0.856
H 2.773 -2.882 -1.269
H -0.559 4.865 -4.037
H -0.567 5.198 -2.177
H -0.114 3.099 -5.270
H 0.613 1.382 -5.026
H -2.042 2.293 -6.488
H -0.742 0.957 -6.910
H -3.508 0.515 -5.763
H -2.357 -0.034 -4.374
H -6.265 -4.315 -4.376
Cl -1.095 8.332 2.798
C -2.413 7.848 1.702
C -2.604 6.340 1.664
Cl -1.240 5.510 0.874
H -2.195 8.252 0.709
H -3.324 8.328 2.073
H -3.500 6.093 1.088
H -2.719 5.922 2.670
Cl 0.063 9.158 -0.833
C 0.711 10.816 -0.773
C 0.667 11.399 0.630
Cl -0.999 11.712 1.177
H 0.146 11.428 -1.482
H 1.747 10.762 -1.121
H 1.192 12.359 0.650
H 1.144 10.735 1.359
Cl 3.943 -1.162 -4.867
C 5.625 -1.376 -5.413
C 6.602 -0.529 -4.612
Cl 6.403 1.211 -4.933
H 5.669 -1.139 -6.481
H 5.865 -2.436 -5.290
H 7.629 -0.786 -4.886
H 6.486 -0.691 -3.535
Cl 8.857 -3.469 1.813
C 7.459 -4.545 2.061
C 7.649 -5.468 3.254
Cl 8.915 -6.687 2.965
H 7.295 -5.108 1.137
H 6.590 -3.900 2.225
H 6.723 -6.015 3.452
H 7.915 -4.910 4.158
Cl 6.861 -10.405 -0.708
C 7.365 -10.089 0.971
C 6.300 -9.343 1.760
Cl 6.092 -7.668 1.191
H 8.308 -9.535 0.944
H 7.555 -11.063 1.432
H 6.589 -9.286 2.813
H 5.329 -9.845 1.700
Cl 8.507 -13.127 2.726
C 10.189 -13.341 2.179
C 11.165 -12.494 2.981
Cl 10.967 -10.754 2.660
H 10.232 -13.104 1.112
H 10.429 -14.401 2.303
H 12.192 -12.751 2.706
H 11.049 -12.656 4.058
Cl -5.828 5.201 1.369
C -6.608 5.233 2.971
C -5.870 6.131 3.951
Cl -4.281 5.467 4.407
H -6.674 4.204 3.337
H -7.625 5.606 2.819
H -6.449 6.229 4.874
H -5.713 7.134 3.540
Cl -8.501 2.591 4.388
C -8.711 2.883 6.132
C -9.795 3.912 6.416
Cl -9.321 5.548 5.895
H -7.746 3.191 6.544
H -8.984 1.924 6.582
H -9.984 3.965 7.492
H -10.735 3.656 5.916
Cl -9.663 -0.275 4.459
C -8.413 -1.533 4.295
C -7.403 -1.491 5.431
Cl -6.374 -0.038 5.361
H -7.930 -1.408 3.321
H -8.932 -2.497 4.296
H -6.734 -2.355 5.367
H -7.894 -1.512 6.409
```

The value obtained for the HOMO-LUMO gap is 7.80 eV. Its HOMO energy is -7.88 eV. For the LUMO energy, the calculation gives -0.08 eV.

=====

Formula: C41H65FN2O10PS
Source: OMol25
Level of theory: ωB97M-V/def2-TZVPD

Structure (XYZ):
```
121
Properties=species:S:1:pos:R:3
C 0.832 -6.279 2.221
C 0.595 -4.900 2.873
O -0.648 -4.757 3.534
C 0.890 -3.697 1.909
C 0.232 -2.462 2.473
C 0.963 -1.760 3.411
C 2.355 -2.170 3.887
C 3.438 -1.192 3.379
C 3.592 -1.134 1.841
C 5.036 -1.194 1.349
C 5.249 -1.589 0.036
C 6.512 -1.684 -0.498
C 7.608 -1.397 0.297
C 7.424 -0.995 1.595
C 6.144 -0.893 2.105
C 0.501 -0.589 4.047
C -0.712 -0.080 3.791
S -1.248 1.395 4.644
C -1.520 -0.785 2.845
C -2.775 -0.280 2.610
N -3.608 -0.888 1.779
C -4.919 -0.211 1.620
N -4.967 0.410 0.309
C -3.261 -2.034 1.110
C -4.324 -2.671 0.199
C -4.133 -2.362 -1.327
C -5.300 -1.622 -2.011
F -2.922 -1.706 -1.529
C -2.007 -2.589 1.256
P -1.687 -4.073 0.220
O -1.560 -5.348 0.952
C -1.078 -1.956 2.189
H 1.051 -6.189 1.153
H 1.611 -6.846 2.738
H -0.083 -6.878 2.293
H 1.352 -4.809 3.667
H -1.216 -5.508 3.331
H 0.704 -3.929 0.861
H 1.975 -3.587 1.956
H 2.573 -3.222 3.712
H 2.317 -2.049 4.981
H 4.372 -1.401 3.905
H 3.129 -0.190 3.712
H 3.153 -0.217 1.425
H 3.055 -1.974 1.385
H 4.401 -1.815 -0.613
H 6.612 -1.977 -1.540
H 8.600 -1.493 -0.140
H 8.272 -0.762 2.224
H 6.039 -0.571 3.138
H 1.125 -0.061 4.765
H -2.268 0.893 5.383
H -3.097 0.617 3.125
H -5.721 -0.936 1.803
H -5.006 0.571 2.380
H -5.852 0.234 -0.148
H -4.234 0.049 -0.290
H -5.342 -2.427 0.503
H -4.243 -3.753 0.324
H -4.043 -3.330 -1.834
H -4.958 -0.613 -2.267
H -5.575 -2.117 -2.947
H -6.188 -1.591 -1.375
H -0.557 -3.735 -0.563
H -2.693 -4.258 -0.746
O 8.058 1.521 2.753
C 8.925 2.195 2.262
O 9.315 3.318 2.887
C 10.452 4.094 2.492
C 10.103 5.073 1.390
C 9.521 1.853 0.917
H 11.290 3.447 2.227
H 10.756 4.644 3.382
H 9.776 4.560 0.485
H 10.966 5.692 1.142
H 9.285 5.720 1.705
H 8.867 2.233 0.133
H 9.583 0.770 0.834
H 10.528 2.236 0.769
O -9.038 5.563 -1.070
C -8.075 5.482 -0.359
O -6.914 5.026 -0.867
C -5.670 5.057 -0.159
C -5.515 3.848 0.737
C -8.164 5.801 1.116
H -5.551 5.998 0.380
H -4.893 5.036 -0.922
H -6.289 3.818 1.508
H -4.540 3.853 1.225
H -5.608 2.934 0.154
H -8.550 4.930 1.644
H -8.854 6.632 1.244
H -7.219 6.106 1.561
O -3.115 3.035 -1.217
C -2.159 2.524 -1.741
O -0.926 2.828 -1.301
C 0.257 2.142 -1.729
C 0.795 2.714 -3.023
C -2.312 1.613 -2.933
H 0.081 1.066 -1.791
H 0.987 2.292 -0.935
H 0.083 2.600 -3.840
H 1.725 2.217 -3.303
H 0.987 3.782 -2.912
H -2.399 2.218 -3.835
H -3.222 1.030 -2.807
H -1.504 0.897 -3.055
O -1.220 -1.335 -4.389
C -1.664 -1.160 -5.495
O -2.531 -0.155 -5.701
C -2.982 0.263 -6.997
C -4.153 -0.569 -7.474
C -1.331 -2.098 -6.630
H -2.158 0.272 -7.711
H -3.301 1.298 -6.877
H -3.881 -1.619 -7.589
H -4.518 -0.202 -8.433
H -4.967 -0.528 -6.749
H -1.985 -2.967 -6.574
H -0.298 -2.419 -6.515
H -1.412 -1.646 -7.615
```

The value obtained for the HOMO-LUMO gap is 6.68 eV. Its HOMO energy is -10.58 eV. The net charge is +1. For the LUMO energy, the calculation gives -3.90 eV.